{
  "formula": "C6H19NO5",
  "method": "wB97M-V/def2-TZVPD",
  "symbols": ["C", "N", "C", "C", "C", "C", "C", "O", "H", "H", "H", "H", "H", "H", "H", "H", "H", "H", "H", "H", "H", "O", "H", "H", "O", "H", "H", "O", "H", "H", "O"],
  "coordinates": [[-2.38975, -1.99758, 0.26829], [-1.31332, -1.07121, 0.34060], [-1.75019, 0.31798, -0.01900], [-0.58162, 0.78852, -0.88253], [0.09426, -0.43730, -1.47546], [-0.10943, -1.55899, -0.46598], [1.09381, -1.43091, 0.41838], [2.18488, -1.46176, -0.06408], [-2.23952, -3.14030, 0.45523], [-3.02319, -1.93747, -0.61273], [-3.06403, -1.68100, 1.16301], [-1.87023, 0.95651, 0.85767], [-2.65909, 0.28314, -0.65102], [0.04649, 1.44439, -0.17051], [-0.91366, 1.55476, -1.59085], [1.08825, -0.57969, -1.85837], [-0.56337, -0.64632, -2.35746], [-0.09605, -2.47772, -1.08336], [0.97368, -1.23536, 1.52024], [3.45865, 0.90249, 0.03652], [4.02114, 0.18828, 1.34457], [4.23503, 0.81626, 0.64865], [0.87731, 1.20327, 1.48902], [2.29172, 1.59500, 1.80827], [1.46147, 1.91681, 1.50807], [-0.64528, -0.34049, 2.85304], [-1.14310, 0.88916, 3.48865], [-0.31482, 0.47556, 3.11461], [-0.16570, 1.69019, -3.32645], [0.96936, 2.42428, -3.21336], [0.04628, 2.54950, -3.54366]],
  "atomic_forces_ev_per_a": [[-2.67, -1.44, 3.07], [1.07, -1.60, -0.76], [0.89, -1.58, -1.40], [1.59, 2.99, 1.81], [-2.24, -0.44, -1.68], [-1.04, 2.44, 0.57], [0.01, -0.56, 0.73], [1.26, -0.09, 0.00], [0.61, 2.16, -0.28], [0.00, 0.17, -0.51], [0.52, -0.76, -1.50], [-0.21, -0.25, -0.07], [0.09, -0.04, 0.55], [-0.33, -1.26, -1.32], [0.00, -0.46, -0.08], [0.69, 1.17, 0.01], [0.41, -0.32, 0.42], [-0.65, -0.04, 1.07], [-0.27, -0.18, -0.58], [0.99, -0.47, 1.12], [-0.25, -0.22, -0.37], [-0.65, 0.60, -0.74], [-1.45, -1.75, 0.51], [1.11, -0.34, 0.41], [0.60, 2.43, -0.73], [-0.80, -2.71, -1.04], [1.53, -0.27, -0.47], [-0.93, 2.77, 1.47], [-1.94, -3.15, 0.30], [-0.48, 1.25, -0.54], [2.52, 1.96, 0.02]],
  "gap_ev": 9.768,
  "total_energy_ha": -670.8701,
  "relative_energy_kj_mol": 300.2,
  "multiplicity": 1
}

---

{
  "formula": "C4H8O3",
  "method": "wB97M-V/def2-TZVPD",
  "symbols": ["O", "C", "C", "C", "O", "C", "O", "H", "H", "H", "H", "H", "H", "H", "H"],
  "coordinates": [[-0.74216, 1.42983, -0.55756], [-1.63636, 0.34175, -0.44503], [-0.96174, -0.83905, 0.29439], [0.55219, -0.61243, 0.25636], [1.19904, -1.19122, -0.59273], [1.39055, 0.29649, 1.22134], [2.68990, 0.36678, 0.73135], [-0.37368, 1.57921, 0.32046], [-1.88712, 0.06144, -1.47132], [-2.56816, 0.64782, 0.05115], [-1.14310, -1.77400, -0.24851], [-1.35724, -0.96530, 1.30938], [1.03144, 1.33283, 1.35780], [1.36666, -0.14639, 2.23224], [2.70789, -0.28889, 0.00893]],
  "atomic_forces_ev_per_a": [[-0.07, 0.32, 0.11], [-0.19, -0.16, -0.06], [0.12, 0.03, 0.08], [0.32, -0.23, -0.18], [-0.20, 0.16, 0.30], [-0.33, -0.18, 0.04], [0.11, -0.13, 0.03], [-0.15, 0.37, -0.24], [0.08, -0.03, 0.17], [0.16, -0.12, -0.03], [0.09, 0.19, 0.19], [0.24, 0.21, -0.06], [-0.22, -0.40, -0.16], [-0.09, -0.13, -0.18], [0.14, 0.10, 0.01]],
  "gap_ev": 11.013,
  "total_energy_ha": -382.8970,
  "relative_energy_kj_mol": 178.1,
  "multiplicity": 1
}

---

{
  "formula": "C24H47NO4",
  "method": "wB97M-V/def2-TZVPD",
  "symbols": ["C", "C", "C", "C", "C", "C", "C", "C", "C", "C", "C", "C", "C", "C", "C", "C", "C", "C", "C", "C", "O", "C", "O", "O", "N", "C", "C", "C", "O", "H", "H", "H", "H", "H", "H", "H", "H", "H", "H", "H", "H", "H", "H", "H", "H", "H", "H", "H", "H", "H", "H", "H", "H", "H", "H", "H", "H", "H", "H", "H", "H", "H", "H", "H", "H", "H", "H", "H", "H", "H", "H", "H", "H", "H", "H", "H"],
  "coordinates": [[7.70431, -1.64970, 0.14131], [7.76875, -0.80387, -1.16073], [6.85270, 0.44380, -1.13925], [5.93176, 0.53518, -2.37132], [4.49975, 0.07184, -2.11415], [4.26458, -1.41862, -2.37422], [2.88740, -1.84574, -1.86239], [2.84117, -2.44284, -0.43357], [4.06346, -2.19749, 0.46404], [3.63628, -1.94040, 1.93063], [3.60666, -0.44482, 2.25380], [2.29810, 0.23017, 1.79608], [2.02743, 1.51672, 2.58446], [0.57994, 1.98342, 2.40053], [0.23628, 2.17325, 0.91696], [-0.95871, 3.12702, 0.72740], [-2.30393, 2.35541, 0.76232], [-3.09835, 2.55097, -0.54362], [-4.09610, 1.41090, -0.83232], [-5.52056, 1.88719, -1.07596], [-6.46362, 1.05250, -0.37259], [-7.31341, 0.36354, -1.14398], [-7.04379, -0.19789, -2.20808], [-8.57755, 0.38059, -0.60151], [-8.90235, -0.92541, -0.14627], [-9.64901, -1.61625, -1.21417], [-9.73201, -0.76842, 1.01372], [-10.03427, -2.02858, 1.77236], [-10.15247, 0.31667, 1.38754], [7.03021, -1.21472, 0.86764], [7.35236, -2.64647, -0.09021], [8.68983, -1.70645, 0.58702], [8.79767, -0.53479, -1.35969], [7.42446, -1.44014, -1.96725], [7.47491, 1.33163, -1.12074], [6.24298, 0.45578, -0.24313], [5.87663, 1.58773, -2.64554], [6.36498, 0.02792, -3.22760], [4.26527, 0.28013, -1.07205], [3.77481, 0.61898, -2.71014], [4.31312, -1.56260, -3.45030], [5.07096, -2.01010, -1.94936], [2.25535, -0.96119, -1.88437], [2.42626, -2.55333, -2.54376], [2.66569, -3.51052, -0.51496], [1.95296, -2.04958, 0.04820], [4.66305, -3.10008, 0.47183], [4.63281, -1.33121, 0.16607], [2.63668, -2.32873, 2.10097], [4.28886, -2.45237, 2.63257], [4.41084, 0.06745, 1.72622], [3.76674, -0.26764, 3.31296], [2.39239, 0.44442, 0.73730], [1.48159, -0.45837, 1.99909], [2.71874, 2.30110, 2.28786], [2.20064, 1.27511, 3.62920], [-0.04318, 1.18004, 2.78538], [0.41892, 2.90652, 2.94408], [-0.04151, 1.22041, 0.47748], [1.11971, 2.52231, 0.38625], [-0.87215, 3.70827, -0.18274], [-0.97391, 3.81784, 1.56342], [-2.14856, 1.30253, 0.96590], [-2.90248, 2.79138, 1.55498], [-2.39130, 2.64178, -1.36020], [-3.61133, 3.50339, -0.45163], [-3.74305, 0.85843, -1.69432], [-4.08601, 0.73511, 0.01429], [-5.72760, 1.87773, -2.13890], [-5.66141, 2.89658, -0.71204], [-10.20546, -2.44206, -0.79404], [-10.32019, -0.90124, -1.68010], [-8.97509, -2.00361, -1.96513], [-9.84647, -2.93741, 1.21429], [-11.07716, -2.00232, 2.05544], [-9.43504, -2.05672, 2.67274]],
  "atomic_forces_ev_per_a": [[0.31, 0.41, -0.62], [-0.83, -0.23, 0.83], [0.45, -0.47, -0.82], [-0.32, 0.88, 0.35], [0.34, -0.65, 0.08], [-0.22, 0.33, -0.12], [0.19, -0.15, 0.26], [0.08, 0.34, -0.50], [-1.08, -0.48, 1.00], [0.31, 0.45, -0.20], [-0.44, 0.11, -0.39], [0.84, 0.23, 0.88], [-0.47, -0.44, -0.33], [0.70, -0.55, -0.67], [-0.32, 0.62, 0.19], [-0.13, -0.85, 0.53], [0.05, 1.06, -0.61], [0.13, -0.51, 0.33], [0.27, 0.60, 0.11], [0.72, -0.39, -0.11], [-1.08, 0.20, -0.73], [0.64, -1.20, -1.89], [-0.56, 1.42, 2.48], [0.74, -0.01, 0.06], [-0.69, -0.23, 0.31], [0.23, 0.04, -0.17], [-0.52, 1.80, 0.48], [-0.08, -0.21, -0.40], [0.85, -1.54, -0.52], [-0.16, 0.09, 0.20], [0.00, -0.30, 0.15], [0.12, -0.21, 0.24], [0.18, 0.13, -0.18], [0.15, -0.10, -0.31], [0.10, 0.22, 0.16], [-0.09, 0.02, 0.26], [0.01, 0.15, -0.16], [0.11, -0.19, -0.15], [-0.18, 0.19, 0.17], [-0.05, 0.21, -0.16], [0.06, -0.13, -0.22], [0.08, -0.18, 0.15], [-0.17, 0.17, -0.06], [-0.04, -0.14, -0.16], [0.07, -0.25, 0.07], [-0.17, 0.11, 0.18], [0.51, 0.07, -0.33], [0.39, -0.05, -0.34], [-0.17, -0.28, 0.08], [0.23, -0.07, 0.00], [0.37, -0.02, 0.12], [-0.09, -0.04, 0.26], [-0.39, -0.12, -0.32], [-0.29, -0.11, -0.26], [0.19, 0.16, -0.01], [0.08, 0.20, 0.29], [-0.38, 0.15, 0.39], [-0.19, 0.13, 0.21], [0.19, -0.26, -0.17], [0.11, 0.20, -0.09], [0.00, 0.07, -0.24], [0.20, 0.39, 0.00], [0.07, -0.23, 0.08], [-0.22, -0.34, 0.35], [0.09, 0.04, -0.26], [-0.13, 0.23, -0.21], [-0.03, -0.31, -0.11], [-0.19, -0.20, 0.17], [-0.30, -0.07, -0.15], [-0.16, 0.13, 0.29], [-0.14, -0.11, 0.10], [-0.24, 0.04, -0.05], [0.25, 0.03, -0.07], [0.16, -0.11, -0.08], [-0.22, 0.04, 0.15], [0.18, 0.12, 0.19]],
  "gap_ev": 10.826,
  "total_energy_ha": -1298.2909,
  "multiplicity": 1
}

---

{
  "formula": "C10H15GaNO2",
  "method": "wB97M-V/def2-TZVPD",
  "symbols": ["C", "C", "Ga", "C", "C", "O", "C", "C", "O", "H", "H", "H", "H", "H", "H", "H", "H", "H", "H", "N", "C", "C", "C", "C", "H", "H", "H", "H", "H"],
  "coordinates": [[0.78405, 1.53846, -5.84437], [0.23583, 1.05736, -4.87288], [-0.64247, 0.23228, -3.23969], [0.59876, 0.72929, -1.69252], [0.25138, 0.14790, -0.32262], [1.17419, -0.86068, 0.15989], [1.31054, -1.97695, -0.60598], [2.73810, -2.26752, -0.97535], [0.38932, -2.68928, -0.89020], [1.40936, 1.91845, -6.61766], [-2.08078, 0.91991, -3.02245], [-0.77006, -1.34565, -3.43536], [1.64913, 0.53544, -1.92764], [0.52804, 1.81823, -1.60649], [0.31323, 0.92665, 0.44282], [-0.76701, -0.26032, -0.29109], [2.75645, -3.02113, -1.75905], [3.24129, -1.36529, -1.31781], [3.27172, -2.65194, -0.10404], [-1.24421, 0.23396, 2.80468], [-0.49572, 0.89357, 3.73549], [-1.32309, 1.24217, 4.77197], [-2.62465, 0.77119, 4.44732], [-2.53965, 0.15412, 3.22577], [-0.89155, -0.13144, 1.93659], [0.55698, 1.05839, 3.58187], [-1.02900, 1.77642, 5.66033], [-3.51912, 0.87628, 5.03881], [-3.28861, -0.32951, 2.62263]],
  "atomic_forces_ev_per_a": [[0.30, -0.09, 0.22], [-0.15, -0.02, 0.00], [0.03, 0.00, -0.18], [-0.09, 0.01, 0.04], [-0.36, 0.31, 0.11], [0.52, 0.15, -0.30], [-0.33, -0.15, 0.17], [0.10, -0.09, -0.08], [-0.02, 0.08, -0.05], [-0.18, 0.05, -0.11], [0.05, 0.03, 0.07], [0.05, -0.01, -0.03], [0.01, -0.08, 0.04], [0.04, 0.01, -0.04], [0.02, -0.10, 0.08], [0.06, -0.13, -0.08], [-0.03, -0.02, 0.04], [-0.04, 0.04, 0.06], [0.00, 0.07, 0.04], [-0.01, -0.03, 0.02], [0.01, -0.01, -0.01], [0.00, 0.00, 0.01], [0.00, 0.00, 0.01], [0.02, -0.01, -0.01], [0.01, -0.02, -0.03], [0.00, 0.00, 0.00], [0.00, 0.00, 0.00], [0.00, 0.00, 0.00], [0.00, 0.01, 0.00]],
  "gap_ev": 8.120,
  "total_charge": -1,
  "total_energy_ha": -2520.0063,
  "relative_energy_kj_mol": 0.0,
  "multiplicity": 1
}

---

{
  "formula": "CHAlO5",
  "method": "wB97M-V/def2-TZVPD",
  "symbols": ["O", "O", "O", "C", "O", "O", "Al", "H"],
  "coordinates": [[1.27281, 0.88771, 0.69204], [0.48594, -0.96504, -0.47818], [0.44201, -0.24204, 0.74911], [-0.94348, 0.12771, -0.21585], [-0.97931, 1.02581, -0.98300], [-1.86956, -0.49156, 0.45314], [2.29657, -0.13871, -0.15617], [-2.74662, -0.32300, 0.07718]],
  "atomic_forces_ev_per_a": [[0.44, 1.13, 0.29], [4.50, -0.60, -0.74], [-1.50, -0.15, 2.84], [-6.91, 4.07, -2.27], [1.91, -2.27, 1.92], [2.68, -0.67, 0.11], [-0.60, -1.68, -1.85], [-0.52, 0.16, -0.31]],
  "gap_ev": 6.570,
  "total_charge": 2,
  "total_energy_ha": -656.2514,
  "multiplicity": 1
}

---

{
  "formula": "C4H8OS",
  "method": "wB97M-V/def2-TZVPD",
  "symbols": ["C", "C", "C", "C", "H", "H", "H", "H", "H", "H", "H", "H", "O", "S"],
  "coordinates": [[-0.75411, 1.73951, 0.35577], [-0.38740, 0.25442, 0.56260], [1.03527, 0.11416, 0.03362], [1.96922, -0.99465, 0.38876], [-0.65721, 1.81134, -0.75468], [-0.08054, 2.33190, 0.85776], [-1.85285, 1.93938, 0.42448], [-0.35187, -0.11565, 1.59178], [-1.92697, -0.05626, -1.17390], [2.75591, -0.78235, -0.27181], [2.29642, -0.96606, 1.40352], [1.51032, -1.91542, -0.13295], [1.40432, 0.77917, -0.88242], [-1.50660, -0.94755, -0.18308]],
  "atomic_forces_ev_per_a": [[-3.01, -2.73, -2.82], [0.62, 0.38, 1.14], [-0.42, -1.35, -0.46], [-1.66, -1.16, -1.15], [0.55, 0.55, 0.79], [1.10, 1.74, 1.08], [0.99, -0.02, 1.01], [-0.15, 0.53, 0.24], [0.35, -1.04, 0.72], [1.58, 0.20, -0.45], [-0.08, -0.88, 0.78], [0.53, 0.78, 1.81], [0.15, 1.93, -1.39], [-0.54, 1.05, -1.29]],
  "gap_ev": 9.922,
  "total_energy_ha": -630.5960,
  "relative_energy_kj_mol": 102.1,
  "multiplicity": 1
}